A structure of composition C57H50MnN8O4, computed with wB97M-V/def2-TZVPD.

For the relative energy (zero: lowest compared OMol25 entry of this formula, charge and spin), the calculation gives 3.16 kJ/mol. The frontier orbital gap (alpha / beta) is 7.789 / 8.431 eV. The spin multiplicity is 5. The calculation puts the total energy at -4092.0450 hartree. The calculation puts the HOMO energy (alpha / beta) at -10.6700 / -10.6774 eV. As for the charge: +1.

Element x y z (Å)
1 Mn 0.786 -0.393 -0.668
2 C 3.887 -0.388 -1.499
3 N 2.831 -1.396 -1.373
4 C 3.235 -2.576 -0.622
5 C 1.998 -3.270 -0.161
6 N 0.826 -2.725 -0.285
7 C -0.070 -3.623 0.318
8 C -1.444 -3.530 0.553
9 C -2.065 -4.585 1.195
10 C -1.342 -5.715 1.613
11 C 0.023 -5.804 1.419
12 C 0.633 -4.734 0.774
13 N 1.961 -4.479 0.447
14 C 3.271 0.791 -2.171
15 N 1.978 0.913 -2.233
16 C 1.742 2.111 -2.933
17 C 0.553 2.756 -3.280
18 C 0.647 3.916 -4.022
19 C 1.892 4.447 -4.402
20 C 3.076 3.836 -4.041
21 C 2.966 2.663 -3.301
22 N 3.931 1.790 -2.797
23 H 4.758 -0.739 -2.062
24 H 4.222 -0.115 -0.496
25 H 2.493 -1.657 -2.296
26 H 3.806 -2.259 0.250
27 H 3.869 -3.260 -1.195
28 H -2.008 -2.641 0.292
29 H -3.127 -4.530 1.400
30 H -1.862 -6.523 2.112
31 H 0.587 -6.661 1.764
32 H 2.756 -5.055 0.668
33 H -0.404 2.387 -2.938
34 H -0.258 4.442 -4.299
35 H 1.922 5.362 -4.977
36 H 4.036 4.252 -4.320
37 H 4.929 1.890 -2.866
38 C 0.064 3.982 4.459
39 C -0.546 2.850 3.670
40 C -1.904 2.443 4.202
41 O -0.630 3.227 2.287
42 C -0.018 2.240 1.468
43 C 0.252 1.088 2.436
44 O 0.331 1.732 3.699
45 C 1.521 0.254 2.240
46 O 1.425 -0.437 1.003
47 C 2.858 1.015 2.221
48 C 3.040 2.366 2.490
49 C 4.304 2.949 2.407
50 C 5.411 2.190 2.070
51 C 5.249 0.829 1.827
52 C 3.989 0.259 1.905
53 C 1.527 -0.814 3.338
54 C 2.349 -0.733 4.456
55 C 2.294 -1.713 5.442
56 C 1.419 -2.784 5.319
57 C 0.580 -2.861 4.213
58 C 0.634 -1.877 3.237
59 C -0.895 1.959 0.238
60 O -0.198 1.095 -0.629
61 C -2.236 1.342 0.642
62 C -2.501 -0.004 0.412
63 C -3.707 -0.582 0.793
64 C -4.681 0.187 1.411
65 C -4.433 1.534 1.641
66 C -3.226 2.103 1.263
67 C -1.075 3.241 -0.600
68 C -0.025 4.148 -0.766
69 C -0.172 5.282 -1.549
70 C -1.372 5.529 -2.205
71 C -2.408 4.617 -2.086
72 C -2.256 3.484 -1.295
73 H -0.629 4.823 4.496
74 H 0.990 4.317 3.996
75 H 0.272 3.651 5.477
76 H -2.619 3.260 4.088
77 H -1.812 2.199 5.261
78 H -2.283 1.570 3.672
79 H 0.928 2.606 1.080
80 H -0.581 0.374 2.414
81 H 2.204 2.978 2.786
82 H 4.418 4.005 2.624
83 H 6.393 2.644 2.019
84 H 6.112 0.213 1.597
85 H 3.864 -0.807 1.755
86 H 3.029 0.101 4.572
87 H 2.937 -1.635 6.309
88 H 1.383 -3.548 6.086
89 H -0.122 -3.681 4.114
90 H -0.032 -1.924 2.385
91 H -1.763 -0.612 -0.093
92 H -3.891 -1.633 0.596
93 H -5.625 -0.254 1.705
94 H -5.185 2.149 2.121
95 H -3.047 3.153 1.449
96 H 0.932 3.982 -0.290
97 H 0.655 5.973 -1.649
98 H -1.491 6.419 -2.810
99 H -3.345 4.787 -2.603
100 H -3.078 2.783 -1.224
101 N -6.866 -6.612 -4.789
102 C -6.015 -5.867 -4.588
103 C -4.941 -4.929 -4.336
104 C -4.004 -5.195 -3.343
105 C -2.989 -4.292 -3.084
106 C -2.917 -3.113 -3.814
107 C -3.837 -2.847 -4.813
108 C -4.848 -3.756 -5.075
109 N -1.884 -2.161 -3.526
110 C -1.519 -1.062 -4.284
111 C -0.550 -0.429 -3.585
112 N -0.304 -1.114 -2.408
113 C -1.125 -2.140 -2.412
114 H -4.063 -6.116 -2.781
115 H -2.257 -4.531 -2.325
116 H -3.787 -1.932 -5.387
117 H -5.570 -3.552 -5.854
118 H -1.950 -0.838 -5.242
119 H 0.001 0.450 -3.858
120 H -1.184 -2.896 -1.654

Atomic partial charges in e from the Mulliken method, atoms 1 to 4: number 1, Mn, carries 0.727; number 2, C, carries -0.085; number 3, N, carries -0.321; number 4, C, carries -1.067